{
  "formula": "C21H23N3O5S",
  "method": "ωB97M-V with the def2-TZVPD basis set",
  "smiles": "CCOC(=O)Cc1csc(NC(=O)CCCCCN2C(=O)c3ccccc3C2=O)n1",
  "de_lowest_kcal_mol": 0.00,
  "gap_ev": 7.97,
  "lumo_energy_ev": -0.432,
  "total_energy_ha": -1752.79988,
  "elements": ["C", "C", "H", "H", "O", "C", "O", "C", "C", "C", "S", "C", "N", "N", "C", "O", "C", "C", "C", "C", "H", "C", "N", "C", "O", "C", "C", "C", "C", "C", "C", "C", "O", "H", "H", "H", "H", "H", "H", "H", "H", "H", "H", "H", "H", "H", "H", "H", "H", "H", "H", "H", "H"],
  "xyz": [[2.252775, -0.626653, 4.792236], [1.422992, -1.694307, 5.490853], [0.700891, -1.231742, 6.171653], [2.057706, -2.392782, 6.039251], [0.716852, -2.499008, 4.543263], [-0.418501, -2.005664, 4.052494], [-0.923099, -0.976352, 4.420503], [-0.972755, -2.899379, 2.963464], [-0.141866, -2.733927, 1.723884], [1.164094, -3.082705, 1.584072], [1.732413, -2.741171, -0.011369], [0.133184, -2.143294, -0.366120], [-0.709883, -2.191731, 0.610923], [-0.178979, -1.699487, -1.622685], [0.729098, -1.782863, -2.639927], [1.866008, -2.158469, -2.432254], [0.210106, -1.422533, -4.011031], [0.999740, -0.252596, -4.611598], [0.653628, 1.085133, -3.957342], [-0.736743, 1.576237, -4.360306], [-1.465989, 0.778342, -4.228793], [-1.200322, 2.786309, -3.552384], [-1.143576, 2.562717, -2.121270], [-0.593693, 3.518838, -1.263616], [-0.147359, 4.576966, -1.624745], [-0.684247, 2.937188, 0.091212], [-0.303920, 3.441991, 1.316423], [-0.514097, 2.640326, 2.435416], [-1.080313, 1.380134, 2.322513], [-1.461427, 0.869691, 1.083407], [-1.258041, 1.666620, -0.023482], [-1.555248, 1.427285, -1.453326], [-2.043067, 0.441934, -1.965184], [-1.882543, -0.119304, 0.989882], [-1.225676, 0.777965, 3.206191], [-0.229319, 3.007473, 3.410195], [0.139231, 4.422432, 1.396435], [-0.560800, 3.653475, -3.742148], [-2.228034, 3.041956, -3.833883], [-0.733407, 1.857583, -5.414809], [1.395130, 1.832498, -4.247734], [0.713272, 0.970037, -2.872204], [2.063019, -0.459528, -4.477884], [0.797299, -0.193444, -5.682565], [0.357485, -2.301990, -4.642123], [-0.854390, -1.200285, -3.966105], [-1.095522, -1.275969, -1.752060], [1.803555, -3.525940, 2.318629], [-1.999810, -2.611426, 2.745857], [-0.929002, -3.935517, 3.301141], [2.937936, -1.086098, 4.083927], [1.601752, 0.059048, 4.254771], [2.823463, -0.068017, 5.528351]],
  "forces_ev_per_angstrom": [[-0.2704, -0.3109, 0.0222], [0.1623, 0.4711, 0.2900], [0.1357, -0.1440, -0.0556], [-0.1200, 0.0614, -0.0486], [0.1483, -0.3308, -0.0487], [-0.4192, -0.1678, -0.1475], [-0.0060, 0.1172, 0.1362], [0.1272, 0.1232, 0.1049], [0.6054, -0.2752, 0.0799], [-0.1612, 0.1380, -0.2812], [-0.4549, -0.0467, 0.6303], [0.9591, -0.4232, 0.3123], [-0.6563, 0.1784, -0.3514], [-0.2328, 0.1029, -0.1615], [-0.4700, 0.1016, -0.2922], [0.2006, 0.0584, -0.3302], [0.2657, 0.1158, -0.1476], [-0.0100, 0.0716, 0.1859], [-0.1396, -0.0936, -0.2834], [0.1162, 0.0175, 0.2501], [0.0179, 0.0360, -0.1261], [-0.1457, -0.0827, -0.4048], [-0.0423, 0.0227, -0.3466], [0.0954, 0.2365, -0.0461], [-0.0048, -0.0306, 0.1176], [-0.1488, -0.5163, 0.4457], [-0.0140, 0.0049, -0.2020], [0.0402, 0.0981, -0.0655], [-0.0467, -0.0463, 0.0160], [-0.0617, 0.0764, -0.1722], [0.2673, 0.4714, 0.4756], [0.0006, 0.0168, 0.0416], [-0.1613, -0.0092, -0.0650], [-0.0495, -0.0559, -0.0084], [-0.0135, -0.0141, 0.0316], [0.0172, 0.0222, 0.0885], [0.0445, 0.0989, 0.0064], [-0.1469, -0.0911, 0.0294], [0.1272, 0.0584, 0.0107], [-0.0171, 0.0126, -0.0354], [0.0403, 0.0341, 0.0956], [0.0674, 0.0646, 0.0647], [-0.0115, -0.0453, -0.1017], [0.0491, -0.0365, -0.0391], [-0.0798, -0.0379, 0.0909], [-0.0601, -0.0424, -0.0353], [0.1541, -0.0529, -0.0420], [0.1463, -0.1096, 0.2011], [0.0712, -0.0286, 0.0990], [-0.0846, 0.0256, 0.0235], [0.0954, -0.0045, -0.0500], [-0.0094, 0.0788, -0.0307], [0.0838, 0.0811, 0.0693]]
}

{
  "formula": "C21H24AgClF3N2O3S",
  "method": "ωB97M-V with the def2-TZVPD basis set",
  "gap_ev": 8.48,
  "charge": -1,
  "lumo_energy_ev": 2.598,
  "total_energy_ha": -2454.96856,
  "elements": ["Ag", "C", "C", "C", "C", "C", "C", "C", "C", "N", "C", "C", "C", "C", "N", "C", "C", "C", "C", "C", "C", "C", "C", "H", "H", "H", "H", "H", "H", "H", "H", "H", "H", "H", "H", "H", "H", "H", "H", "H", "H", "H", "H", "H", "H", "H", "H", "Cl", "F", "C", "F", "F", "S", "O", "O", "O"],
  "xyz": [[-0.031612, 1.428424, 1.330740], [3.185521, 0.864069, 1.836871], [3.646734, 0.177513, 0.589630], [4.994739, 0.156777, 0.244238], [5.436741, -0.447192, -0.921329], [4.520805, -1.043165, -1.771610], [3.166366, -1.054995, -1.462215], [2.167886, -1.685768, -2.391667], [2.742616, -0.453636, -0.271558], [1.350094, -0.432736, -0.016762], [0.776620, -1.433174, 0.508446], [1.473162, -2.632521, 1.076854], [-0.753131, -1.445312, 0.501906], [-1.428522, -2.696524, 0.975166], [-1.347068, -0.422765, 0.046046], [-2.739072, -0.450860, -0.214386], [-3.651775, 0.119942, 0.678568], [-3.196210, 0.761105, 1.952358], [-4.999017, 0.096798, 0.332341], [-5.430865, -0.452743, -0.863431], [-4.505711, -0.986182, -1.745259], [-3.150865, -0.990846, -1.437711], [-2.140183, -1.548977, -2.399273], [4.041043, 1.166729, 2.441035], [2.525192, 0.242298, 2.443986], [2.620677, 1.768239, 1.585469], [5.703883, 0.634989, 0.910128], [6.490811, -0.443392, -1.169510], [4.853461, -1.504057, -2.694950], [2.638173, -1.944080, -3.340471], [1.333802, -1.008799, -2.584723], [1.743176, -2.601459, -1.970626], [2.552772, -2.518697, 1.009309], [1.179636, -3.549297, 0.561838], [1.192414, -2.729000, 2.126777], [-1.163100, -2.857165, 2.021501], [-1.098489, -3.569370, 0.408209], [-2.509656, -2.608864, 0.894697], [-2.501643, 0.137575, 2.517248], [-4.052114, 1.000056, 2.583763], [-2.670195, 1.698187, 1.740066], [-5.715883, 0.531029, 1.019694], [-6.484796, -0.451634, -1.112193], [-4.831002, -1.399876, -2.693199], [-2.604113, -1.757160, -3.363289], [-1.700331, -2.480967, -2.032584], [-1.317668, -0.847109, -2.547964], [0.045537, -0.149403, 3.343838], [-1.079232, 6.488058, 0.026921], [0.062727, 5.831040, 0.262248], [0.456579, 6.136060, 1.503210], [0.984238, 6.306242, -0.584021], [-0.168540, 4.017392, 0.040618], [-0.566069, 3.896754, -1.334923], [1.132407, 3.457042, 0.378846], [-1.180973, 3.681406, 1.031099]],
  "forces_ev_per_angstrom": [[0.0321, -0.1296, 0.2639], [-0.0760, 0.0788, 0.0532], [0.0656, -0.1058, -0.1280], [-0.0358, 0.0160, 0.0233], [0.0513, 0.0137, 0.0182], [-0.0296, -0.0177, -0.0163], [0.0669, 0.0376, 0.0153], [-0.0353, -0.0296, -0.0291], [-0.0388, 0.0795, 0.0615], [0.0992, -0.1299, -0.0623], [-0.2621, 0.1083, 0.0259], [0.0538, -0.0531, 0.0071], [0.2469, 0.1121, -0.0260], [-0.0544, -0.0572, 0.0187], [-0.0685, -0.0500, 0.0319], [0.0554, 0.0526, 0.0436], [-0.0278, -0.0573, -0.1298], [0.0635, 0.0474, 0.0602], [0.0172, 0.0061, 0.0204], [-0.0494, 0.0062, 0.0041], [0.0284, -0.0053, -0.0238], [-0.0860, 0.0131, 0.0429], [0.0417, -0.0252, -0.0351], [-0.0049, -0.0047, 0.0148], [0.0303, -0.0121, -0.0109], [0.0191, -0.0030, -0.0123], [0.0095, 0.0005, -0.0086], [-0.0016, -0.0017, -0.0065], [-0.0004, -0.0018, -0.0012], [0.0044, 0.0030, 0.0033], [0.0040, 0.0061, 0.0053], [-0.0067, 0.0002, 0.0112], [-0.0072, -0.0046, -0.0011], [0.0016, -0.0016, -0.0153], [-0.0106, 0.0264, 0.0066], [0.0061, 0.0167, 0.0081], [0.0026, 0.0048, -0.0135], [0.0107, 0.0019, -0.0030], [-0.0250, -0.0205, -0.0004], [0.0050, -0.0007, 0.0152], [-0.0221, 0.0099, -0.0106], [-0.0063, -0.0016, -0.0037], [0.0016, -0.0041, -0.0068], [-0.0027, -0.0017, -0.0004], [-0.0020, 0.0011, 0.0007], [-0.0011, 0.0030, 0.0083], [-0.0045, 0.0067, 0.0006], [-0.0181, 0.0129, -0.0617], [-0.0908, 0.0272, -0.0229], [0.0016, -0.0836, 0.0358], [0.0346, -0.0187, 0.1050], [0.0716, -0.0011, -0.0609], [-0.0589, 0.0783, -0.2080], [-0.0112, 0.0734, -0.0496], [0.1500, -0.0112, -0.0030], [-0.1370, -0.0104, 0.0460]]
}

{
  "formula": "C21H24BCl57FO3",
  "method": "ωB97M-V with the def2-TZVPD basis set",
  "gap_ev": 6.82,
  "charge": -1,
  "lumo_energy_ev": 1.319,
  "total_energy_ha": -27396.01142,
  "elements": ["O", "C", "O", "C", "B", "O", "F", "H", "H", "H", "H", "H", "C", "Cl", "Cl", "Cl", "H", "C", "Cl", "Cl", "Cl", "H", "C", "Cl", "Cl", "Cl", "H", "C", "Cl", "Cl", "Cl", "H", "C", "Cl", "Cl", "Cl", "H", "C", "Cl", "Cl", "Cl", "H", "C", "Cl", "Cl", "Cl", "H", "C", "Cl", "Cl", "Cl", "H", "C", "Cl", "Cl", "Cl", "H", "C", "Cl", "Cl", "Cl", "H", "C", "Cl", "Cl", "Cl", "H", "C", "Cl", "Cl", "Cl", "H", "C", "Cl", "Cl", "Cl", "H", "C", "Cl", "Cl", "Cl", "H", "C", "Cl", "Cl", "Cl", "H", "C", "Cl", "Cl", "Cl", "H", "C", "Cl", "Cl", "Cl", "H", "C", "Cl", "Cl", "Cl", "H", "C", "Cl", "Cl", "Cl", "H"],
  "xyz": [[4.554161, 2.906374, -2.206739], [4.326927, 1.816948, -2.718971], [5.131429, 0.703754, -2.498363], [3.048548, 1.642195, -3.626373], [1.788056, 1.313582, -2.581240], [0.811884, 0.407322, -3.194271], [1.195932, 2.552303, -2.076981], [4.902879, 0.020703, -3.145914], [2.841804, 2.616744, -4.157405], [3.174157, 0.804394, -4.381821], [2.264043, 0.742500, -1.620070], [1.131274, -0.490807, -3.073871], [-1.034826, -3.042413, -2.047254], [0.718086, -3.001386, -2.262796], [-1.871024, -1.988884, -3.204492], [-1.634376, -4.701711, -2.186950], [-1.262858, -2.686237, -1.047820], [-1.013671, 2.601388, -0.969579], [-1.783790, 1.084450, -0.488560], [-2.195643, 3.683501, -1.735996], [-0.269144, 3.387459, 0.428322], [-0.230478, 2.373417, -1.690951], [4.388947, 2.503004, 1.416206], [3.548818, 3.350614, 2.716028], [5.655798, 1.456134, 2.077452], [3.250444, 1.579383, 0.449390], [4.856923, 3.241791, 0.773456], [-1.395426, 3.162199, 4.307973], [0.289910, 3.356740, 3.826437], [-1.682471, 1.533574, 4.945603], [-1.848287, 4.378840, 5.517357], [-2.019114, 3.298216, 3.429449], [-4.833026, -6.814216, -3.921401], [-6.201776, -7.892651, -3.615227], [-5.266635, -5.127085, -3.638768], [-3.446718, -7.247576, -2.919296], [-4.544837, -6.915687, -4.962593], [8.441314, 0.367988, 5.166739], [8.346153, -0.206670, 3.498628], [10.126350, 0.620415, 5.637930], [7.516679, 1.861021, 5.362326], [8.009797, -0.388463, 5.815552], [-7.813619, -1.753083, -3.589580], [-8.260956, -0.195124, -4.301426], [-7.975553, -3.048330, -4.782037], [-6.165821, -1.694344, -2.952324], [-8.490795, -1.959059, -2.766119], [-5.630344, 1.768780, 1.495051], [-5.487150, 0.400679, 0.384447], [-7.124859, 1.636266, 2.426981], [-4.231426, 1.883102, 2.565124], [-5.674622, 2.680076, 0.906313], [-12.169302, -3.661230, -5.566776], [-10.871741, -2.588249, -5.029110], [-13.112498, -2.896940, -6.851738], [-11.508030, -5.208239, -6.113132], [-12.828045, -3.850209, -4.725313], [10.675818, -3.164400, 7.482552], [11.053128, -1.658534, 8.327684], [9.760658, -4.252781, 8.534210], [9.781892, -2.847917, 5.987388], [11.612292, -3.652058, 7.218898], [1.620760, -1.226676, -6.579393], [1.824256, -2.516098, -7.778435], [0.252431, -1.578932, -5.526306], [3.103922, -1.012886, -5.635901], [1.422086, -0.299534, -7.107111], [2.669175, 5.328852, 6.619783], [1.040865, 4.806867, 7.063079], [3.883709, 4.240535, 7.303698], [2.792197, 5.403137, 4.860959], [2.840809, 6.324434, 7.015656], [5.647813, 6.613131, 0.580786], [5.702483, 5.278892, -0.581549], [4.290177, 6.424787, 1.699332], [7.172669, 6.733450, 1.473076], [5.504410, 7.534805, 0.026442], [6.451433, -3.414994, 2.804310], [6.504506, -4.712103, 1.604005], [5.063892, -3.618270, 3.879239], [7.955260, -3.365971, 3.734183], [6.342198, -2.469301, 2.280924], [14.383623, -5.058222, 5.514211], [12.771534, -5.221902, 6.224484], [14.532213, -3.518333, 4.661883], [15.629306, -5.204476, 6.759507], [14.522072, -5.860630, 4.796934], [-9.864723, 2.285415, -0.250522], [-10.808736, 2.844107, 1.136385], [-8.291962, 3.087932, -0.296981], [-9.666275, 0.528998, -0.201111], [-10.404564, 2.541857, -1.156042], [-4.543489, 1.873112, -4.248867], [-2.966694, 1.424159, -4.908774], [-4.750330, 1.221250, -2.621869], [-4.721705, 3.630319, -4.223656], [-5.314062, 1.451074, -4.886713], [-12.915234, 0.470900, -8.801885], [-14.312278, -0.566441, -8.467953], [-13.320548, 2.166596, -8.509489], [-11.521828, -0.008483, -7.828167], [-12.652708, 0.359666, -9.848805], [-0.248733, -1.448320, 7.010203], [-0.052824, -2.828171, 5.923389], [-1.717076, -1.624678, 7.980432], [1.167240, -1.272168, 8.053330], [-0.342542, -0.549244, 6.407065]],
  "forces_ev_per_angstrom": [[0.5651, -2.0855, -0.1687], [-1.5976, 1.4432, -1.2798], [-0.3929, 1.0479, -0.1425], [1.3797, 0.1739, 0.1095], [0.7652, -0.7265, 0.1128], [-0.4407, 0.6178, -0.1994], [1.3837, -0.3781, -1.3298], [-0.2365, 0.2607, 0.2684], [0.4490, -0.9425, 0.4872], [-0.1501, 1.4462, 1.2838], [0.0814, -0.2613, 0.3418], [-0.1509, 0.1701, 0.1004], [-0.0723, 0.1270, -0.0903], [-0.1321, 0.0068, 0.0441], [0.0579, -0.1330, 0.3134], [0.0404, 0.1760, 0.0379], [0.0559, 0.0135, -0.1151], [-0.7967, -0.0194, 0.3025], [-0.1683, -0.0960, 0.1665], [-0.0534, 0.0162, 0.0904], [-0.1372, -0.0471, -0.0407], [-0.4924, 0.1049, 0.3015], [-0.3160, -0.2604, -0.3496], [0.0948, -0.2327, 0.1650], [0.0885, 0.0677, 0.0581], [0.1952, 0.1324, 0.2005], [-0.0136, -0.0994, 0.0706], [0.3395, 0.0955, -0.0169], [-0.3152, -0.1475, 0.0631], [-0.0705, 0.0309, -0.0529], [-0.2129, -0.1009, -0.1988], [0.0607, -0.0031, 0.0911], [0.0867, 0.2305, 0.0525], [0.0700, 0.0596, -0.0385], [-0.0532, -0.1189, -0.0652], [-0.1041, -0.3067, -0.0731], [-0.0435, -0.0372, 0.1166], [-0.0779, 0.1931, -0.0572], [0.1005, 0.3434, 0.0612], [-0.0521, 0.0481, -0.0245], [0.0144, -0.1350, 0.0296], [0.0865, 0.0453, -0.0725], [0.2688, -0.1234, 0.0315], [-0.0288, -0.0175, 0.0501], [0.7520, 0.0413, 0.1661], [-0.2885, -0.2006, -0.0677], [0.0430, 0.0478, -0.1013], [0.0296, 0.0058, -0.0903], [-0.0027, 0.0333, 0.2128], [0.0966, -0.0587, 0.2347], [-0.1212, -0.1225, -0.0738], [0.0042, -0.1157, 0.0247], [-0.0562, 0.0992, -0.0261], [-0.8689, -0.0388, -0.1488], [0.1073, -0.3211, 0.3227], [-0.0232, 0.0409, 0.0681], [0.0748, -0.0055, -0.1001], [-0.0369, 0.1721, 0.0447], [0.0027, -0.1038, -0.0416], [0.0722, -0.0038, -0.0731], [0.3151, -0.0690, 0.4398], [-0.4264, 0.4006, 0.2101], [-0.1879, -0.0680, 0.2192], [0.0477, 0.0515, -0.0795], [0.2174, 0.0190, -0.3633], [-0.1351, -0.6222, -0.5420], [0.0584, -0.0933, 0.0643], [-0.1426, -0.0965, -0.1186], [0.1989, 0.1124, 0.2213], [-0.0265, 0.0958, -0.0583], [0.1937, 0.2975, 0.2891], [-0.0296, -0.1256, -0.0103], [-0.0279, -0.1984, -0.1973], [-0.0956, 0.2449, 0.1564], [0.1632, 0.2008, -0.1918], [-0.0246, 0.0505, -0.0147], [0.0363, -0.0850, 0.0947], [-0.0563, 0.0018, 0.0119], [0.0102, 0.0995, 0.0371], [0.0992, 0.0620, -0.0738], [-0.3566, -0.5087, -0.3031], [-0.0007, -0.0850, 0.0630], [0.1124, 0.1652, -0.0017], [0.3418, -0.4893, -0.2891], [-0.0340, -0.1379, 0.0414], [-0.0780, -0.0376, -0.0854], [-0.0484, 0.0755, 0.0911], [0.1415, -0.0456, 0.0837], [0.0142, -0.0211, -0.0831], [-0.2013, 0.1195, -0.3374], [-0.0299, 0.0681, -0.0456], [0.0645, -0.0284, 0.1016], [0.2184, -0.1289, 0.0897], [-0.0962, -0.0420, 0.0608], [0.0449, 0.2741, -0.1833], [-0.1496, 0.0470, -0.1217], [0.0589, 0.0893, 0.0648], [0.0945, 0.0160, 0.1260], [-0.0390, 0.2910, -0.2439], [-0.0019, -0.0846, -0.0659], [-0.0770, 0.0952, -0.1329], [-0.0544, 0.0021, 0.1150], [0.0481, -0.0477, -0.0172], [-0.0204, 0.1140, 0.0371], [0.0436, 0.0572, -0.0679], [-0.0763, 0.0323, -0.0714], [0.0330, -0.1165, 0.0953]]
}